Computed, not measured: CH4FN2O as an isolated structure in a non-equilibrium geometry, with ωB97M-V/def2-TZVPD.

```
9
Properties=species:S:1:pos:R:3
C -0.059 -1.065 0.527
N -0.840 -0.425 -0.159
N 2.101 0.042 0.480
O 2.046 0.706 -0.617
F -1.574 1.740 -1.558
H -0.374 -1.971 1.067
H -1.829 -0.593 0.055
H -0.912 1.052 -0.997
H 1.439 0.514 1.202
```

HOMO energy (alpha / beta) = -0.8 / -1.7 eV
Total charge = -1
2S+1 = 3
Relative energy (zero: lowest compared OMol25 entry of this formula, charge and spin) = 15.2 kcal per mole
Expectation value of S² = 2.0123

From a Löwdin analysis of the wavefunction, the atomic charges in e read: -0.0762 -0.0217 -0.3485 -0.4128 -0.3150 0.0448 0.0618 0.1201 -0.0525


Computed, not measured: one molecule with the formula CH4FNO in a non-equilibrium geometry, with ωB97M-V/def2-TZVPD.

```
8
Properties=species:S:1:pos:R:3
C 0.104 0.805 -0.112
N 0.547 -0.326 0.637
O -0.670 -1.353 0.646
F -1.240 -1.678 -0.634
H 0.738 1.095 -1.030
H -0.986 0.742 -0.383
H 0.270 1.688 0.472
H 1.236 -0.973 0.403
```

HOMO energy = -10.5 eV
Relative energy (zero: lowest compared OMol25 entry of this formula, charge and spin) = 129.3 kcal per mole
SMILES string = CNOF

From a Löwdin analysis of the wavefunction, the atomic charges in e read: -0.1443 0.0118 -0.0899 -0.1185 0.1040 0.1025 0.0564 0.0781


Computed, not measured: one molecule with the formula CH4FOP in a non-equilibrium geometry, with ωB97M-V/def2-TZVPD.

```
8
Properties=species:S:1:pos:R:3
O 0.782 1.436 0.178
C 0.662 0.052 0.004
P -0.446 -0.906 1.301
F -1.609 0.212 1.522
H 0.705 1.643 1.159
H 0.140 -0.056 -0.984
H 1.681 -0.356 -0.005
H 0.397 -0.387 2.449
```

HOMO energy = -9.8 eV
Relative energy (zero: lowest compared OMol25 entry of this formula, charge and spin) = 34.0 kcal per mole
SMILES string = OCPF

From a Löwdin analysis of the wavefunction, the atomic charges in e read: -0.1590 -0.4916 0.8608 -0.4150 0.0982 0.0824 0.0714 -0.0471


Computed, not measured: one molecule with the formula CH4FOP in a non-equilibrium geometry, with ωB97M-V/def2-TZVPD.

```
8
Properties=species:S:1:pos:R:3
C -0.025 -0.272 -0.239
O -0.494 -1.626 -0.162
F 2.532 -0.227 0.868
P 1.827 0.081 -0.654
H -0.615 0.202 -0.995
H -0.328 0.122 0.648
H -0.002 -2.250 -0.740
H 1.716 1.577 -0.378
```

HOMO energy (alpha / beta) = -5.8 / -10.8 eV
2S+1 = 3
Relative energy (zero: lowest compared OMol25 entry of this formula, charge and spin) = 32.3 kcal per mole
Expectation value of S² = 2.0029

From a Löwdin analysis of the wavefunction, the atomic charges in e read: -0.4273 -0.1349 -0.4367 0.8387 0.0541 0.0458 0.0918 -0.0315


Computed, not measured: a 2-piece molecular cluster, CH4I2N2 overall in a non-equilibrium geometry, with ωB97M-V/def2-TZVPD.

```
9
Properties=species:S:1:pos:R:3
C -0.962 -1.247 -0.019
N 0.399 -1.230 -0.247
N 1.008 -0.212 -0.401
I 3.101 -0.293 -0.191
H -1.513 -1.937 -0.706
H -1.268 -1.612 0.948
H -1.376 -0.209 0.002
I 0.739 3.683 -0.297
H -0.127 3.056 0.912
```

HOMO energy = -8.8 eV
Relative energy (zero: lowest compared OMol25 entry of this formula, charge and spin) = 6.3 kcal per mole
SMILES string = C/N=N/I.I

From a Löwdin analysis of the wavefunction, the atomic charges in e read: -0.1465 -0.2214 -0.4485 0.5588 0.1005 0.0757 0.0851 0.3417 -0.3455


Computed, not measured: CH4I2OSi as an isolated structure in a non-equilibrium geometry, with ωB97M-V/def2-TZVPD.

```
9
Properties=species:S:1:pos:R:3
C -0.076 1.750 -0.411
O -1.267 -0.780 0.290
Si 0.144 -1.595 0.110
I -1.798 1.105 0.525
I 1.519 2.135 0.753
H -0.096 2.356 -1.288
H 1.224 -1.306 1.265
H 0.817 -0.784 -0.974
H -0.466 -2.881 -0.270
```

HOMO energy (alpha / beta) = -7.8 / -7.8 eV
Relative energy (zero: lowest compared OMol25 entry of this formula, charge and spin) = 155.6 kcal per mole

From a Löwdin analysis of the wavefunction, the atomic charges in e read: -1.2580 -0.9742 0.4206 1.3628 0.7212 -0.0901 -0.0516 -0.0778 -0.0528


Computed, not measured: one molecule with the formula CH4IN in a non-equilibrium geometry, with ωB97M-V/def2-TZVPD.

```
7
Properties=species:S:1:pos:R:3
C -0.645 -0.365 0.019
N 0.352 0.737 0.137
I 2.243 0.467 1.116
H -0.896 -1.094 0.758
H -1.487 0.201 -0.189
H -0.347 -0.901 -0.922
H 0.782 0.954 -0.919
```

HOMO energy = -8.8 eV
Relative energy (zero: lowest compared OMol25 entry of this formula, charge and spin) = 17.2 kcal per mole
SMILES string = CNI

From a Löwdin analysis of the wavefunction, the atomic charges in e read: -0.2417 -0.5795 0.5676 0.0620 0.0396 0.0785 0.0735


Computed, not measured: a 2-piece molecular cluster, CH4IN2 overall in a non-equilibrium geometry, with ωB97M-V/def2-TZVPD.

```
8
Properties=species:S:1:pos:R:3
C -1.642 0.952 -0.053
N 1.328 -1.115 -0.031
N -1.186 2.031 0.026
I -2.027 -0.965 -0.050
H 1.808 -0.687 0.673
H 0.805 -1.942 0.372
H 2.015 -1.270 -0.777
H -1.101 2.996 -0.159
```

HOMO energy = -13.6 eV
Total charge = +1
Relative energy (zero: lowest compared OMol25 entry of this formula, charge and spin) = 54.4 kcal per mole

From a Löwdin analysis of the wavefunction, the atomic charges in e read: -0.6503 -0.0216 0.2763 1.2520 -0.0378 0.0115 0.0384 0.1316


Computed, not measured: a 2-piece molecular cluster, CH4IN2O2 overall in a non-equilibrium geometry, with ωB97M-V/def2-TZVPD.

```
10
Properties=species:S:1:pos:R:3
C -0.740 0.357 0.198
N 2.596 -0.656 -0.407
N 0.474 -0.354 0.433
O 1.451 0.087 -0.418
O 0.598 -1.438 1.031
I -4.116 0.616 -0.201
H -1.460 0.167 1.019
H -0.694 1.513 0.225
H -1.379 0.137 -0.732
H 3.270 -0.428 -1.147
```

HOMO energy (alpha / beta) = -3.7 / -3.8 eV
Total charge = -1
Relative energy (zero: lowest compared OMol25 entry of this formula, charge and spin) = 4.2 kcal per mole

From a Löwdin analysis of the wavefunction, the atomic charges in e read: -0.1471 0.0533 -0.3362 -0.1208 0.0057 -0.6151 0.0160 0.1075 0.0067 0.0301


Computed, not measured: an isolated ion of composition CH4IN2S and charge +1 in a non-equilibrium geometry, with ωB97M-V/def2-TZVPD.

```
9
Properties=species:S:1:pos:R:3
C -0.113 -0.076 0.164
N -0.715 0.770 -0.606
N -0.462 -0.616 1.321
S 1.845 -0.867 -0.553
I 2.079 0.401 -2.473
H -1.648 0.809 -0.277
H -0.244 1.301 -1.377
H -1.053 -0.540 2.135
H 0.312 -1.183 1.666
```

HOMO energy = -13.3 eV
Total charge = +1
Relative energy (zero: lowest compared OMol25 entry of this formula, charge and spin) = 31.0 kcal per mole

From a Löwdin analysis of the wavefunction, the atomic charges in e read: -0.4658 0.1431 0.1559 0.1526 0.5625 0.1309 0.0645 0.1508 0.1055


Computed, not measured: one molecule with the formula CH4INOS in a non-equilibrium geometry, with ωB97M-V/def2-TZVPD.

```
9
Properties=species:S:1:pos:R:3
C -0.096 0.313 -0.685
S 0.916 -0.791 0.238
N 0.485 -0.840 1.709
O 0.971 -2.389 -0.481
I 3.170 0.087 -0.060
H -0.308 1.230 -0.004
H 0.098 0.361 -1.741
H -1.025 -0.118 -0.844
H 0.183 -1.763 1.906
```

HOMO energy = -9.9 eV
Relative energy (zero: lowest compared OMol25 entry of this formula, charge and spin) = 62.1 kcal per mole
SMILES string = C[S@@](=N)(=O)I

From a Löwdin analysis of the wavefunction, the atomic charges in e read: -0.2779 0.3291 -0.2905 -0.5361 0.5613 0.1172 0.0649 0.0323 -0.0002


Computed, not measured: one molecule with the formula CH4INS in a non-equilibrium geometry, with ωB97M-V/def2-TZVPD.

```
8
Properties=species:S:1:pos:R:3
S -1.029 -1.608 -0.080
N -0.929 0.129 0.289
C 0.259 0.809 -0.516
I 2.185 0.342 0.442
H 0.079 -2.044 0.429
H -0.908 0.136 1.299
H -0.023 1.914 -0.319
H 0.365 0.324 -1.545
```

HOMO energy = -9.5 eV
Relative energy (zero: lowest compared OMol25 entry of this formula, charge and spin) = 20.7 kcal per mole
SMILES string = SNCI

From a Löwdin analysis of the wavefunction, the atomic charges in e read: 0.6511 -0.5116 -0.6560 0.6228 -0.2300 0.0151 0.0672 0.0414


Computed, not measured: a 2-piece molecular cluster, CH4INS overall in a non-equilibrium geometry, with ωB97M-V/def2-TZVPD.

```
8
Properties=species:S:1:pos:R:3
C -0.510 -0.203 0.045
N 0.831 -0.834 -0.094
S 1.041 -2.343 0.001
H -1.192 -0.431 -0.725
H -1.002 -0.585 0.842
H -0.359 0.804 0.015
I 4.143 0.338 0.054
H 3.055 -0.602 -0.606
```

HOMO energy = -8.6 eV
Relative energy (zero: lowest compared OMol25 entry of this formula, charge and spin) = 45.8 kcal per mole
SMILES string = CN=S.I

From a Löwdin analysis of the wavefunction, the atomic charges in e read: -0.1686 -0.6201 0.6787 0.0687 0.0354 0.0433 0.3882 -0.4255


Computed, not measured: one molecule with the formula CH4INS in a non-equilibrium geometry, with ωB97M-V/def2-TZVPD.

```
8
Properties=species:S:1:pos:R:3
C 0.033 0.555 0.225
N -0.930 -0.523 -0.344
S -0.397 -1.969 0.119
I -2.929 0.136 -0.003
H -0.255 1.530 -0.066
H 0.175 0.738 1.317
H 1.010 0.307 -0.058
H -0.668 -2.540 -0.947
```

HOMO energy = -8.6 eV
Relative energy (zero: lowest compared OMol25 entry of this formula, charge and spin) = 40.0 kcal per mole
SMILES string = CN(S)I

From a Löwdin analysis of the wavefunction, the atomic charges in e read: -0.2825 -1.0423 0.7025 0.6690 0.0291 0.0805 0.0330 -0.1892


Computed, not measured: CH4IOP as an isolated structure in a non-equilibrium geometry, with ωB97M-V/def2-TZVPD.

```
8
Properties=species:S:1:pos:R:3
C 0.061 -0.059 1.026
O -0.311 -1.270 0.609
P 0.151 1.297 -0.868
I -0.762 -0.458 -2.495
H 1.090 -0.071 1.512
H -0.703 0.561 1.639
H -1.033 -1.112 -0.056
H 1.508 1.112 -1.366
```

HOMO energy = -8.9 eV
Relative energy (zero: lowest compared OMol25 entry of this formula, charge and spin) = 31.8 kcal per mole

From a Löwdin analysis of the wavefunction, the atomic charges in e read: -0.4026 -0.2041 0.3875 0.2790 0.0862 0.0807 -0.0362 -0.1904


Computed, not measured: a 2-piece molecular cluster, CH4IOPS overall in a non-equilibrium geometry, with ωB97M-V/def2-TZVPD.

```
9
Properties=species:S:1:pos:R:3
C 0.269 -1.585 0.749
O 0.370 2.208 -1.543
P -1.138 -0.453 1.152
S 0.735 2.461 0.059
I -2.501 -0.286 -0.863
H 0.765 -1.690 1.685
H 1.090 -1.177 0.180
H -0.142 -2.615 0.544
H 0.553 3.137 -1.964
```

HOMO energy (alpha / beta) = -9.1 / -7.8 eV
Relative energy (zero: lowest compared OMol25 entry of this formula, charge and spin) = 99.7 kcal per mole

From a Löwdin analysis of the wavefunction, the atomic charges in e read: -0.5110 -0.6413 0.2786 0.5509 0.2110 -0.0135 0.0154 0.0438 0.0661


Computed, not measured: one molecule with the formula CH4IOPS in a non-equilibrium geometry, with ωB97M-V/def2-TZVPD.

```
9
Properties=species:S:1:pos:R:3
C -0.284 -1.320 0.173
P 0.703 0.058 -0.728
I 2.942 -0.549 0.077
S 0.381 1.785 0.396
O -1.119 2.006 -0.345
H 0.229 -2.230 0.028
H -1.122 -1.703 -0.430
H -0.540 -1.025 1.232
H -1.188 2.978 -0.402
```

HOMO energy = -8.6 eV
Relative energy (zero: lowest compared OMol25 entry of this formula, charge and spin) = 50.4 kcal per mole
SMILES string = CP(I)SO

From a Löwdin analysis of the wavefunction, the atomic charges in e read: -0.4253 0.1507 0.3255 0.4331 -0.5672 -0.0250 0.0279 0.0530 0.0273


Computed, not measured: a 2-piece molecular cluster, CH4IP overall in a non-equilibrium geometry, with ωB97M-V/def2-TZVPD.

```
7
Properties=species:S:1:pos:R:3
C 0.003 -0.458 -0.320
P 0.310 1.094 -1.273
I -1.951 1.722 -1.822
H 0.835 -0.902 0.123
H -0.430 -1.220 -0.900
H -0.748 -0.284 0.351
H -0.080 2.288 0.175
```

HOMO energy = -8.9 eV
Relative energy (zero: lowest compared OMol25 entry of this formula, charge and spin) = 40.7 kcal per mole

From a Löwdin analysis of the wavefunction, the atomic charges in e read: -0.5027 0.2955 0.2306 0.0073 0.0089 -0.0276 -0.0121


Computed, not measured: one molecule with the formula CH4IP in a non-equilibrium geometry, with ωB97M-V/def2-TZVPD.

```
7
Properties=species:S:1:pos:R:3
P -0.012 -1.298 0.282
C 0.258 0.517 -0.114
I 1.564 1.667 1.106
H -1.170 -1.108 1.120
H -0.631 -1.369 -1.001
H 0.625 0.307 -1.133
H -0.634 1.283 -0.261
```

HOMO energy = -9.5 eV
Relative energy (zero: lowest compared OMol25 entry of this formula, charge and spin) = 33.7 kcal per mole
SMILES string = PCI

From a Löwdin analysis of the wavefunction, the atomic charges in e read: 0.6824 -1.1016 0.6358 -0.1112 -0.1044 -0.0330 0.0320


Computed, not measured: one molecule with the formula CH4IP3 in a non-equilibrium geometry, with ωB97M-V/def2-TZVPD.

```
9
Properties=species:S:1:pos:R:3
C 1.665 0.297 -0.390
P -1.259 0.410 0.417
P -2.656 -0.916 -0.224
P 0.434 -0.947 0.215
I -4.703 0.384 -0.025
H 1.495 0.471 -1.452
H 2.664 -0.117 -0.261
H 1.586 1.240 0.150
H 0.774 -0.822 1.570
```

HOMO energy (alpha / beta) = -7.0 / -8.8 eV
2S+1 = 3
Expectation value of S² = 2.0066

From a Löwdin analysis of the wavefunction, the atomic charges in e read: -0.4644 0.0873 -0.1911 0.4498 0.1830 0.0204 0.0196 0.0127 -0.1172